Below is 6 unconnected molecules or ions with the total composition C45H51N7O10 at a distorted geometry, with properties calculated with the ωB97M-V functional and the def2-TZVPD basis.

energy = -2880.5578 Eh
multiplicity = 1
LUMO level = -0.9 eV
gap between HOMO and LUMO = 9.10 eV
SMILES = CCCCCCCCCC[C@](C)(C#N)CC#N.O=[N+]([O-])c1ccccc1.O=[N+]([O-])c1ccccc1.O=[N+]([O-])c1ccccc1.O=[N+]([O-])c1ccccc1.O=[N+]([O-])c1ccccc1
largest force on an atom = 0.0217 hartree/bohr
highest occupied orbital energy = -0.36675 Ha
molar mass = 849.9 Da

Last column: Löwdin charge in e.
Cartesian coordinates (Å):
C -4.006 -1.849 -8.155  -0.119
C -3.261 -0.528 -7.925  -0.245
C -4.061 0.552 -7.152  -0.210
C -5.137 0.042 -6.192  -0.218
C -5.211 0.927 -4.912  -0.213
C -4.306 0.315 -3.839  -0.207
C -3.946 1.279 -2.695  -0.181
C -2.452 1.630 -2.661  -0.201
C -1.973 2.084 -1.260  -0.169
C -0.586 1.594 -0.853  -0.151
C 0.635 2.260 -1.516  -0.456
C 1.913 1.669 -0.875  -0.023
C 0.616 3.712 -1.317  -0.194
N 0.710 4.850 -1.171  0.190
C 0.731 1.941 -3.057  -0.101
C 0.236 2.991 -3.942  -0.230
N -0.234 3.819 -4.586  0.171
H -5.081 -1.710 -8.266  0.068
H -3.605 -2.363 -9.028  0.065
H -3.866 -2.507 -7.295  0.065
H -3.013 -0.109 -8.902  0.095
H -2.329 -0.729 -7.396  0.091
H -4.515 1.225 -7.884  0.107
H -3.340 1.158 -6.600  0.102
H -4.905 -0.968 -5.849  0.098
H -6.120 -0.010 -6.661  0.103
H -6.249 0.980 -4.578  0.093
H -4.848 1.916 -5.200  0.105
H -4.810 -0.575 -3.455  0.115
H -3.416 -0.043 -4.358  0.090
H -4.542 2.187 -2.775  0.110
H -4.173 0.784 -1.747  0.102
H -2.291 2.473 -3.337  0.099
H -1.814 0.809 -2.986  0.064
H -2.077 3.163 -1.130  0.116
H -2.666 1.634 -0.542  0.106
H -0.480 1.758 0.223  0.119
H -0.500 0.515 -1.005  0.115
H 2.782 2.301 -1.039  0.097
H 1.729 1.513 0.186  0.070
H 2.068 0.683 -1.317  0.089
H 1.788 1.809 -3.298  0.124
H 0.223 1.006 -3.282  0.110
O -0.847 -2.218 -5.128  0.089
N -0.739 -2.046 -3.933  -0.330
O -1.456 -1.309 -3.277  0.049
C 0.341 -2.746 -3.223  -0.148
C 1.205 -3.554 -3.938  -0.005
C 2.239 -4.180 -3.260  -0.064
C 2.393 -3.992 -1.891  -0.057
C 1.508 -3.184 -1.188  -0.059
C 0.471 -2.556 -1.859  0.002
H 1.081 -3.690 -5.002  0.119
H 2.930 -4.811 -3.803  0.108
H 3.208 -4.476 -1.369  0.109
H 1.620 -3.017 -0.123  0.079
H -0.219 -1.922 -1.322  0.112
O 0.983 -0.369 1.929  0.069
N 2.106 -0.831 1.977  -0.331
O 2.525 -1.679 1.209  0.058
C 3.015 -0.334 3.015  -0.143
C 2.551 0.609 3.916  -0.002
C 3.409 1.056 4.907  -0.060
C 4.706 0.562 4.980  -0.060
C 5.154 -0.376 4.061  -0.047
C 4.305 -0.833 3.067  0.002
H 1.541 0.985 3.851  0.119
H 3.064 1.787 5.625  0.109
H 5.373 0.907 5.761  0.091
H 6.165 -0.756 4.120  0.111
H 4.649 -1.565 2.354  0.096
O 7.565 -3.541 3.443  0.084
N 6.422 -3.947 3.424  -0.340
O 5.596 -3.635 2.586  0.055
C 5.998 -4.860 4.494  -0.146
C 6.902 -5.194 5.485  0.001
C 6.490 -6.038 6.503  -0.061
C 5.193 -6.534 6.515  -0.068
C 4.303 -6.192 5.506  -0.064
C 4.703 -5.346 4.485  -0.002
H 7.907 -4.802 5.468  0.121
H 7.181 -6.306 7.290  0.109
H 4.874 -7.189 7.315  0.108
H 3.294 -6.580 5.516  0.108
H 4.018 -5.071 3.697  0.119
O 6.260 -1.363 9.188  0.082
N 6.624 -0.383 8.573  -0.350
O 7.120 -0.407 7.463  0.063
C 6.450 0.932 9.212  -0.150
C 5.913 0.991 10.484  -0.002
C 5.765 2.230 11.088  -0.063
C 6.151 3.383 10.416  -0.068
C 6.682 3.302 9.136  -0.063
C 6.836 2.068 8.524  -0.009
H 5.615 0.090 10.998  0.120
H 5.351 2.295 12.084  0.109
H 6.038 4.347 10.893  0.108
H 6.981 4.200 8.614  0.109
H 7.253 1.995 7.531  0.117
O -12.275 3.794 -1.659  0.076
N -11.770 3.056 -2.481  -0.355
O -12.243 1.999 -2.846  0.076
C -10.489 3.473 -3.077  -0.149
C -9.909 4.655 -2.657  -0.005
C -8.695 5.034 -3.207  -0.064
C -8.084 4.235 -4.164  -0.068
C -8.688 3.055 -4.578  -0.068
C -9.900 2.665 -4.032  -0.002
H -10.392 5.270 -1.912  0.119
H -8.224 5.953 -2.886  0.108
H -7.133 4.530 -4.588  0.108
H -8.210 2.436 -5.324  0.101
H -10.376 1.748 -4.345  0.119

***

Below is 2 unconnected molecules or ions with the total composition C45H51N7O6 at a distorted geometry, with properties calculated with the ωB97M-V functional and the def2-TZVPD basis.

energy = -2579.5667 Eh
multiplicity = 1
LUMO level = -2.7 eV
gap between HOMO and LUMO = 3.85 eV
largest force on an atom = 0.0715 hartree/bohr
highest occupied orbital energy = -0.24046 Ha
molar mass = 785.9 Da

Last column: Löwdin charge in e.
Cartesian coordinates (Å):
N -1.681 -5.277 2.107  0.191
C -1.298 -4.216 1.786  -0.159
C -0.844 -2.910 1.407  -0.136
C 0.434 -2.353 1.461  0.089
C 0.616 -0.938 1.391  -0.099
N 1.876 -0.405 1.863  -0.297
O 2.685 -1.182 2.424  0.076
O 2.122 0.823 1.719  0.049
C -0.454 -0.050 1.148  0.118
C -1.740 -0.609 1.201  -0.058
N -2.900 -0.071 1.795  -0.122
O -3.246 1.049 2.144  0.064
O -3.730 -1.170 2.122  0.067
N -3.131 -2.390 1.781  0.169
C -1.943 -2.014 1.256  -0.187
H 1.291 -3.004 1.616  0.138
H -0.318 1.013 0.978  0.118
C 1.632 7.177 4.171  -0.039
C 1.865 5.695 4.436  -0.541
C 3.332 5.342 4.216  -0.034
C 1.516 5.389 5.896  -0.042
C 1.012 4.786 3.536  -0.108
C 1.172 3.405 3.639  -0.037
C 0.276 2.555 3.004  -0.084
C -0.853 3.060 2.363  -0.031
C -1.090 4.431 2.291  -0.064
C -2.488 4.984 1.923  -0.524
C -2.537 5.336 0.437  -0.037
C -2.829 6.137 2.876  -0.036
C -3.618 3.974 2.123  -0.075
C 0.048 5.248 2.595  -0.089
N 0.495 6.199 1.640  0.050
C 1.563 5.922 0.787  -0.190
C 2.291 4.750 0.811  -0.036
C 3.619 4.711 0.241  -0.198
C 4.532 5.775 0.524  -0.028
C 5.652 5.958 -0.261  0.006
C 5.808 5.117 -1.379  -0.176
N 6.297 5.796 -2.544  -0.323
O 6.292 5.232 -3.659  0.031
O 6.607 7.009 -2.366  0.008
C 5.112 3.887 -1.488  -0.001
C 4.033 3.672 -0.644  -0.025
N 1.499 6.842 -0.244  0.057
C 2.294 6.927 -1.448  -0.074
C 2.218 5.914 -2.444  -0.072
C 0.992 4.992 -2.752  -0.511
C 1.402 3.895 -3.745  -0.068
C -0.048 5.898 -3.427  -0.028
C 0.371 4.291 -1.557  -0.051
C 3.227 5.907 -3.417  -0.049
C 3.938 7.061 -3.727  -0.064
C 3.716 8.180 -2.951  -0.039
C 3.066 8.082 -1.705  -0.075
C 3.242 9.336 -0.804  -0.522
C 4.680 9.881 -0.923  -0.053
C 3.028 9.123 0.688  -0.050
C 2.303 10.407 -1.357  -0.037
C 0.417 7.684 0.006  -0.060
C -0.159 7.321 1.162  -0.069
H 0.581 7.461 4.288  0.090
H 2.220 7.769 4.881  0.092
H 1.968 7.459 3.173  0.070
H 3.539 4.318 4.539  0.082
H 3.585 5.415 3.154  0.065
H 3.973 6.020 4.788  0.093
H 1.698 4.335 6.140  0.084
H 2.136 5.993 6.567  0.089
H 0.465 5.619 6.112  0.093
H 1.992 2.966 4.207  0.121
H 0.419 1.482 3.075  0.084
H -1.578 2.352 1.966  0.072
H -2.083 4.520 -0.145  0.080
H -3.580 5.428 0.105  0.091
H -2.024 6.274 0.210  0.061
H -2.782 5.757 3.910  0.101
H -2.144 6.987 2.804  0.052
H -3.851 6.482 2.670  0.092
H -3.606 3.541 3.125  0.093
H -4.565 4.515 2.001  0.092
H -3.601 3.169 1.385  0.070
H 1.840 3.874 1.256  0.106
H 4.318 6.463 1.346  0.094
H 6.347 6.785 -0.108  0.119
H 5.410 3.188 -2.265  0.120
H 3.471 2.736 -0.676  0.114
H 2.263 3.322 -3.375  0.088
H 0.576 3.188 -3.904  0.088
H 1.654 4.325 -4.723  0.085
H -0.346 6.715 -2.759  0.080
H 0.386 6.346 -4.332  0.095
H -0.941 5.323 -3.706  0.091
H -0.031 5.009 -0.842  0.060
H -0.456 3.643 -1.893  0.091
H 1.093 3.643 -1.049  0.076
H 3.429 5.031 -4.029  0.106
H 4.590 7.092 -4.605  0.122
H 4.142 9.123 -3.303  0.112
H 4.934 10.153 -1.953  0.073
H 4.771 10.795 -0.315  0.088
H 5.412 9.143 -0.562  0.089
H 1.977 9.127 0.981  0.066
H 3.511 8.197 1.019  0.064
H 3.498 9.945 1.247  0.092
H 1.258 10.084 -1.299  0.068
H 2.417 11.350 -0.808  0.093
H 2.548 10.589 -2.409  0.087
H 0.157 8.464 -0.685  0.120
H -0.954 7.806 1.709  0.115

***

Below is a molecular structure, C45H53AsBClF6N6PS3Y at a distorted geometry, with properties calculated with the ωB97M-V functional and the def2-TZVPD basis.

energy = -6968.7891 Eh
multiplicity = 2
total charge = +3
LUMO level (spin up / spin down) = -8.4 / -11.8 eV
gap between HOMO and LUMO (spin up / spin down) = 7.05 / 3.57 eV
largest force on an atom = 0.0273 hartree/bohr
highest occupied orbital energy (spin up / spin down) = -0.56957 / -0.56605 Ha
molar mass = 1129.2 Da

Last column: Löwdin spin population.
Cartesian coordinates (Å):
Y -2.465 1.090 -2.198  -0.012
C 2.540 0.438 -4.809  0.000
C 2.515 0.704 -3.350  0.000
C 3.640 1.041 -2.648  0.002
C 3.639 1.260 -1.241  0.000
N 2.464 1.171 -0.681  0.000
N 1.316 0.920 -1.352  0.001
B 1.193 1.097 0.133  0.004
N 0.718 2.361 0.832  0.006
N 1.205 2.330 2.076  0.016
C 1.002 3.331 2.890  0.000
C 0.276 4.460 2.434  0.007
C -0.257 4.493 1.173  0.005
C -1.048 5.652 0.669  0.006
C -0.045 3.357 0.341  0.026
S -0.680 3.271 -1.246  0.292
C 1.548 3.172 4.298  0.000
C 0.779 2.016 4.964  0.000
C 1.368 4.449 5.117  0.000
C 3.040 2.812 4.223  0.000
N 0.887 -0.140 0.973  0.016
N 1.940 -0.761 1.498  0.009
C 1.745 -1.752 2.335  0.004
C 0.431 -2.178 2.647  0.001
C -0.654 -1.555 2.098  0.016
C -2.062 -1.965 2.373  0.013
C -0.389 -0.465 1.231  0.046
S -1.694 0.462 0.584  0.462
C 2.943 -2.442 2.951  0.000
C 2.758 -2.474 4.478  0.000
C 3.001 -3.877 2.395  0.000
C 4.242 -1.710 2.617  0.000
C 1.246 0.609 -2.641  0.002
S -0.172 0.126 -3.416  0.000
C 4.876 1.573 -0.450  0.000
C 5.828 0.366 -0.552  0.000
C 5.549 2.815 -1.063  0.000
C 4.522 1.843 1.013  0.000
H 3.547 0.509 -5.211  0.000
H 1.896 1.152 -5.329  0.000
H 2.130 -0.551 -5.021  0.000
H 4.580 1.123 -3.177  0.000
H 0.130 5.302 3.097  0.001
H -1.088 6.445 1.412  0.000
H -2.069 5.346 0.430  0.001
H -0.614 6.048 -0.250  0.002
H -0.285 2.246 5.049  0.000
H 1.169 1.852 5.968  0.000
H 0.896 1.095 4.389  0.000
H 0.314 4.702 5.248  0.000
H 1.889 5.293 4.662  0.000
H 1.790 4.303 6.110  0.000
H 3.189 1.897 3.649  0.000
H 3.426 2.661 5.231  0.000
H 3.615 3.616 3.760  0.000
H 0.289 -3.006 3.328  0.001
H -2.098 -2.800 3.070  0.001
H -2.560 -2.260 1.447  0.002
H -2.625 -1.128 2.796  0.004
H 1.935 -3.121 4.785  0.000
H 2.582 -1.471 4.873  0.000
H 3.665 -2.863 4.938  0.000
H 2.073 -4.423 2.581  0.000
H 3.811 -4.419 2.882  0.000
H 3.192 -3.869 1.320  0.000
H 4.234 -0.698 3.025  0.000
H 4.390 -1.652 1.539  0.000
H 5.082 -2.248 3.053  0.000
H 6.113 0.154 -1.583  0.000
H 5.377 -0.528 -0.120  0.000
H 6.736 0.596 0.005  0.000
H 5.908 2.634 -2.076  0.000
H 6.411 3.073 -0.449  0.000
H 4.872 3.670 -1.077  0.000
H 3.984 1.001 1.453  0.000
H 3.909 2.742 1.108  0.000
H 5.439 1.999 1.580  0.000
Cl -4.674 1.116 -0.576  0.000
C -5.131 -0.511 -0.103  0.003
C -6.138 -0.604 0.841  0.000
C -6.533 -1.854 1.291  0.000
C -5.917 -2.993 0.798  0.001
C -4.925 -2.887 -0.164  0.000
C -4.516 -1.641 -0.646  0.004
P -3.237 -1.519 -1.950  0.026
C -2.057 -2.881 -1.693  0.004
C -2.429 -4.199 -1.970  0.001
C -1.530 -5.230 -1.749  0.000
C -0.252 -4.959 -1.275  0.002
C 0.136 -3.647 -1.042  0.000
C -0.763 -2.613 -1.255  0.000
C -4.023 -1.904 -3.531  0.007
C -5.397 -1.791 -3.737  0.004
C -5.916 -2.025 -4.999  0.001
C -5.073 -2.350 -6.053  0.007
C -3.701 -2.455 -5.851  0.000
C -3.171 -2.221 -4.596  0.004
H -6.614 0.292 1.219  0.000
H -7.319 -1.932 2.030  0.000
H -6.214 -3.970 1.154  0.000
H -4.459 -3.785 -0.543  0.000
H -3.406 -4.417 -2.384  0.000
H -1.822 -6.250 -1.962  0.000
H 0.446 -5.770 -1.118  0.000
H 1.146 -3.431 -0.713  0.000
H -0.453 -1.587 -1.125  -0.001
H -6.055 -1.533 -2.915  0.000
H -6.983 -1.954 -5.164  0.000
H -5.485 -2.514 -7.040  0.000
H -3.052 -2.720 -6.675  0.000
H -2.101 -2.295 -4.435  0.000
F -2.567 1.280 -4.576  0.000
As -3.998 2.476 -4.609  0.000
F -3.180 3.078 -2.998  -0.001
F -4.638 1.199 -3.451  0.000
F -5.285 3.490 -4.264  0.000
F -4.666 1.642 -5.901  0.000
F -3.026 3.549 -5.454  0.000

***

Below is a molecular structure, C45H53InN9O3PS2, with properties calculated with the ωB97M-V functional and the def2-TZVPD basis.

energy = -3792.6745 Eh
multiplicity = 1
total charge = +2
LUMO level = -4.8 eV
gap between HOMO and LUMO = 7.34 eV
largest force on an atom = 0.0150 hartree/bohr
highest occupied orbital energy = -0.44463 Ha
molar mass = 977.9 Da

Last column: Löwdin charge in e.
Cartesian coordinates (Å):
In -0.951 -0.569 -0.706  0.716
C 2.107 -4.086 -0.180  -0.001
C 0.981 -3.274 -0.749  -0.251
N 0.948 -1.988 -0.699  -0.031
N 2.100 -1.385 -0.248  0.010
C 2.153 -0.094 -0.413  -0.791
N 3.335 0.500 -0.166  0.111
S 0.875 1.000 -0.912  0.759
C -0.029 -3.986 -1.587  -0.261
C -0.169 -5.367 -1.505  -0.004
C -0.932 -6.024 -2.460  -0.029
C -1.515 -5.284 -3.471  -0.028
C -1.359 -3.904 -3.445  -0.125
N -0.654 -3.260 -2.520  0.108
H 2.804 -3.447 0.346  0.065
H 2.637 -4.616 -0.975  0.108
H 1.716 -4.835 0.514  0.081
H 4.131 -0.077 0.050  0.109
H 3.454 1.490 -0.279  0.098
H 0.325 -5.925 -0.722  0.114
H -1.047 -7.100 -2.424  0.123
H -2.074 -5.758 -4.266  0.118
H -1.814 -3.290 -4.214  0.111
N -3.010 -0.003 0.348  -0.005
C -3.877 -1.140 0.672  -0.195
C -3.018 -2.250 1.261  -0.191
N -1.795 -2.425 0.461  -0.002
H -2.844 0.591 1.154  0.083
H -3.386 0.602 -0.374  0.078
H -4.352 -1.479 -0.245  0.105
H -4.664 -0.874 1.376  0.131
H -3.592 -3.173 1.313  0.132
H -2.730 -1.977 2.277  0.110
H -1.743 -3.320 -0.011  0.087
H -0.977 -2.343 1.069  0.015
O -0.094 -0.832 1.787  -0.394
P 0.624 -0.964 3.112  0.836
C -0.425 -0.412 4.466  -0.285
C -1.664 0.151 4.180  -0.085
C -2.508 0.555 5.208  -0.063
C -2.111 0.389 6.527  -0.055
C -0.871 -0.170 6.819  -0.050
C -0.030 -0.570 5.794  -0.059
C 2.116 0.021 3.183  -0.269
C 2.064 1.307 3.725  -0.062
C 3.209 2.088 3.775  -0.059
C 4.413 1.583 3.303  -0.056
C 4.472 0.305 2.760  -0.080
C 3.327 -0.471 2.687  -0.116
C 1.056 -2.665 3.526  -0.261
C 0.151 -3.680 3.203  -0.076
C 0.392 -4.991 3.581  -0.065
C 1.542 -5.306 4.296  -0.054
C 2.439 -4.306 4.639  -0.049
C 2.198 -2.991 4.263  -0.074
H -1.950 0.268 3.142  0.074
H -3.469 1.001 4.984  0.109
H -2.767 0.693 7.331  0.116
H -0.565 -0.296 7.849  0.117
H 0.934 -1.008 6.030  0.115
H 1.132 1.689 4.126  0.110
H 3.169 3.082 4.203  0.113
H 5.313 2.181 3.371  0.115
H 5.416 -0.087 2.402  0.116
H 3.371 -1.461 2.251  0.103
H -0.768 -3.445 2.679  0.087
H -0.322 -5.766 3.334  0.112
H 1.729 -6.328 4.600  0.116
H 3.328 -4.547 5.206  0.117
H 2.903 -2.223 4.548  0.106
C 4.038 5.495 -4.138  -0.046
C 2.777 4.694 -4.339  -0.277
C 1.628 5.271 -4.866  -0.026
C 0.464 4.539 -5.085  -0.002
C 0.447 3.190 -4.762  -0.221
N -0.687 2.349 -4.937  0.139
C -1.944 2.717 -5.298  -0.495
O -2.300 3.823 -5.623  0.109
N -2.896 1.661 -5.291  0.149
C -3.006 0.578 -4.440  -0.191
C -3.964 -0.414 -4.669  0.038
C -4.083 -1.477 -3.796  -0.025
C -3.245 -1.560 -2.697  -0.163
N -2.348 -0.600 -2.455  -0.014
C -2.233 0.446 -3.290  -0.060
C 1.586 2.592 -4.230  -0.051
C 2.733 3.337 -4.026  -0.046
H 3.849 6.562 -4.238  0.078
H 4.793 5.221 -4.877  0.088
H 4.468 5.315 -3.152  0.078
H 1.636 6.323 -5.127  0.119
H -0.411 5.012 -5.503  0.104
H -0.499 1.365 -4.852  0.134
H -3.687 1.872 -5.880  0.158
H -4.619 -0.335 -5.529  0.134
H -4.816 -2.253 -3.971  0.126
H -3.277 -2.395 -2.015  0.106
H -1.543 1.219 -2.986  0.086
H 1.576 1.536 -3.979  0.095
H 3.616 2.852 -3.621  0.115
O -1.787 2.039 -0.871  -0.692
S -1.928 3.363 -0.128  1.001
C -0.828 4.550 -0.942  -0.298
C -0.041 5.230 0.173  -0.214
C 0.375 4.107 1.124  -0.231
C -0.884 3.277 1.372  -0.310
H -1.434 5.233 -1.534  0.099
H -0.198 3.949 -1.603  0.089
H -0.679 5.945 0.696  0.122
H 0.811 5.776 -0.228  0.124
H 0.781 4.496 2.058  0.118
H 1.138 3.482 0.660  0.083
H -1.485 3.676 2.189  0.095
H -0.686 2.215 1.542  0.065